1.
C3H4BrClO | wB97M-V/def2-TZVPD

Structure (XYZ):
```
10
Properties=species:S:1:pos:R:3:forces:R:3:lowdin_charge:R:1
C -1.249 -0.379 0.170 -1.250 -1.694 0.216 -0.372
O -1.634 0.715 -0.595 -0.227 -0.739 0.505 -0.064
Cl -3.058 1.309 1.697 1.439 -0.691 -0.673 0.521
C 2.745 -0.807 -0.980 0.129 0.225 1.042 -0.460
H 3.260 -0.470 -0.102 0.490 -0.190 0.353 -0.039
H -0.790 1.556 1.065 2.492 2.054 1.201 0.054
H -1.825 -1.381 0.278 0.851 1.907 -0.443 0.139
Br 0.978 -1.140 -0.520 0.319 -0.544 -0.499 0.846
H 3.037 -0.256 -1.841 -0.368 0.158 -0.990 -0.027
C -1.464 0.852 0.827 -3.874 -0.486 -0.712 -0.597
```
Forces are in eV/Å.

Total energy: -87782.1125 eV
HOMO-LUMO gap (spin up / spin down): 0.2999 / 0.2929 Eh
HOMO level (spin up / spin down): -8.79 / -8.48 eV
ΔE to the lowest compared entry with this formula, charge and spin: 135.5 kcal/mol

2.
C3H10N2O3 | wB97M-V/def2-TZVPD

Structure (XYZ):
```
18
Properties=species:S:1:pos:R:3:forces:R:3:lowdin_charge:R:1
H 0.848 2.095 0.096 -1.199 -0.265 -0.261 0.149
H -0.975 2.266 -0.360 0.009 0.530 -0.033 0.129
H -0.404 -1.439 1.127 0.450 1.336 -0.982 0.195
H 0.161 1.435 2.357 -0.912 0.808 -0.880 0.169
N -1.446 0.220 1.799 4.760 1.623 -3.328 0.164
N -0.193 0.261 -0.463 -2.508 0.050 5.855 0.174
H 2.638 -2.740 -2.245 -0.229 0.394 0.534 0.001
O 2.271 -2.437 -1.397 0.321 1.563 -0.061 -0.208
C -0.515 1.235 1.475 -0.704 -0.649 4.555 -0.062
H 3.044 0.753 -1.636 2.383 2.146 -2.021 -0.147
H -3.915 -0.072 0.329 -1.227 0.610 -0.770 0.026
H 2.458 -1.384 -1.334 -0.088 -1.512 -0.413 -0.004
H -2.896 -0.767 0.925 -0.009 -1.152 -0.294 -0.017
C -0.553 -0.352 0.832 -2.869 -2.374 -1.695 -0.075
O -3.521 -0.929 0.196 0.732 0.387 0.947 -0.053
C -0.206 1.695 0.134 1.577 -0.925 -2.191 -0.079
O 2.479 0.230 -1.173 -3.346 -2.561 2.635 -0.402
H 0.725 -0.070 -0.661 2.857 -0.008 -1.597 0.038
```
Forces are in eV/Å.

Total energy: -12388.2017 eV
HOMO-LUMO gap: 0.1676 Eh
HOMO level: -7.90 eV
ΔE to the lowest compared entry with this formula, charge and spin: 196.8 kcal/mol

3.
C10H12ReS4SbSe2Te2 | wB97M-V/def2-TZVPD

Structure (XYZ):
```
32
Properties=species:S:1:pos:R:3:forces:R:3:lowdin_charge:R:1
Se -0.772 2.744 -2.331 0.532 0.006 -0.147 0.101
S -5.023 -2.296 -2.212 -0.149 -0.069 -0.249 -0.084
C 1.743 -1.437 0.923 0.023 0.040 -0.028 -0.060
H 1.844 -3.110 3.867 0.021 0.014 -0.006 0.101
C 1.611 -2.333 3.150 -0.019 0.023 -0.085 -0.089
C 2.055 -2.429 1.836 -0.027 0.016 0.073 -0.077
C 0.684 0.772 0.241 0.072 -0.088 -0.161 -0.544
C -0.205 0.122 -0.810 -0.497 -0.219 -0.040 -0.305
C 0.993 -0.317 1.289 0.018 0.016 0.004 -0.197
C 2.007 1.199 -0.437 0.073 -0.078 0.004 -0.041
H 1.833 2.038 -1.110 -0.015 0.001 -0.018 0.048
H -0.028 -0.956 -0.784 -0.030 -0.032 0.040 -0.007
H 2.723 1.503 0.330 -0.026 0.019 -0.016 0.101
S -1.428 -1.183 -3.483 0.075 0.503 -0.417 0.077
H 0.482 -1.153 4.538 -0.018 -0.016 -0.010 0.103
Te -2.406 1.907 -6.044 0.094 -0.175 0.122 0.268
H 0.418 2.186 1.874 0.050 0.048 -0.101 0.080
C 0.540 -0.246 2.600 -0.100 -0.022 0.056 -0.036
H 0.274 2.905 0.291 -0.089 -0.032 -0.067 0.042
H -0.086 0.576 2.921 0.052 -0.040 0.002 0.103
Re -1.559 0.615 -2.113 1.072 1.308 1.106 0.055
S -3.424 0.767 -0.699 0.103 -0.319 -0.366 0.026
H 2.088 -1.548 -0.100 0.012 0.017 0.035 0.111
Sb -3.275 -1.608 -1.075 -0.666 -0.517 0.884 0.061
C 0.848 -1.241 3.523 -0.003 0.014 -0.034 -0.077
Te -1.007 3.777 -4.690 -0.201 0.069 -0.063 0.193
H -1.051 1.923 0.926 0.004 -0.063 0.069 0.064
H 2.457 0.393 -1.018 -0.018 0.005 0.045 0.081
H 2.649 -3.278 1.523 -0.023 -0.010 -0.006 0.104
Se -3.036 0.306 -4.190 -0.548 -0.343 -0.743 -0.098
S -1.984 -2.610 0.394 0.197 -0.215 0.086 -0.017
C 0.034 2.011 0.868 0.031 0.139 0.030 -0.087
```
Forces are in eV/Å.

Total energy: -207851.9856 eV
HOMO-LUMO gap: 0.2137 Eh
HOMO level: -8.15 eV

4.
H39O20 | wB97M-V/def2-TZVPD

Structure (XYZ):
```
59
Properties=species:S:1:pos:R:3:forces:R:3:lowdin_charge:R:1
H 2.375 -4.565 0.097 -0.979 0.304 0.412 0.013
H -2.160 -2.072 1.500 0.532 0.913 -0.717 0.027
O 2.397 0.644 3.875 -0.737 0.024 -1.369 -0.035
H 2.641 3.411 3.500 -0.140 0.526 -0.387 0.051
O 3.530 3.131 3.282 0.372 -0.396 0.554 -0.034
O 2.868 -3.982 -0.463 1.878 -0.738 -1.132 -0.040
H 2.563 -3.091 -0.500 -0.891 0.457 0.766 -0.007
H -1.691 -0.561 -1.808 -0.696 0.161 -0.565 0.018
H -3.382 0.841 -0.278 0.443 -1.379 0.084 0.014
H 1.714 -1.716 1.954 0.306 -0.928 -0.832 0.005
O -2.220 3.177 -1.365 -0.128 -0.628 0.569 0.133
H -0.847 -3.685 -2.695 -0.109 -0.286 0.493 0.053
H -4.114 -1.926 1.736 -0.694 0.517 -0.453 -0.004
H 1.390 2.632 0.093 0.189 -0.524 -0.612 -0.044
H -0.380 1.133 -0.275 2.037 -2.168 -1.017 0.046
H -1.637 0.190 -4.421 0.211 -0.075 -0.185 0.002
H 0.072 -2.806 -3.338 0.766 0.255 0.084 0.049
H -0.407 -1.057 -1.266 0.049 -0.630 0.124 0.038
O 0.016 -3.293 -2.504 -0.577 0.078 -1.004 -0.059
O 0.302 1.817 -3.456 -1.026 -0.397 0.230 -0.034
H 2.995 -2.042 -2.470 0.229 -0.792 0.092 0.009
O -2.401 -0.150 -4.902 0.205 0.145 0.367 -0.049
O 2.307 5.150 -0.972 1.316 0.174 -0.133 -0.035
O 1.673 -2.602 3.873 -0.686 -0.547 -0.208 -0.033
O -0.117 -4.594 0.015 -0.752 0.190 0.406 -0.044
H 2.157 4.306 -0.542 -0.196 -0.054 -0.091 -0.008
H 2.269 1.377 -0.503 -0.095 -0.103 -0.574 0.027
H -2.568 -1.457 2.927 0.719 0.344 -0.415 0.046
H 1.503 5.644 -1.054 -0.579 0.143 -0.064 0.017
O -1.359 -1.119 -1.114 0.543 0.303 0.460 -0.025
O -2.534 -2.225 2.352 -0.512 -1.468 1.593 -0.034
H 2.508 -2.748 4.309 0.434 0.090 0.170 0.048
H -3.020 0.582 -4.844 -0.282 0.005 -0.164 0.033
O 3.169 -2.016 -3.409 -0.253 1.175 -0.756 -0.050
H 2.554 0.449 4.775 0.469 -0.040 1.434 0.029
H 2.332 -0.611 2.471 1.111 0.736 -0.544 -0.018
O 2.113 1.978 0.214 0.236 0.375 1.210 -0.058
H 0.417 2.193 -2.579 0.632 0.295 -0.149 0.008
H -0.649 2.539 0.105 0.144 0.241 0.813 0.027
O 2.451 -1.156 1.666 -1.171 0.271 0.723 -0.098
H 3.451 -2.854 -3.772 -0.023 -0.398 0.645 0.040
H 1.101 1.932 -3.970 0.329 0.175 0.134 0.055
H 1.304 -1.790 4.212 -0.029 0.314 0.333 0.028
O -2.307 0.709 2.187 0.168 0.057 0.552 -0.039
H -4.489 1.607 -0.132 -1.286 -0.040 0.383 0.068
H -0.772 -4.380 0.693 0.333 -0.272 0.385 0.040
H -1.856 1.196 1.483 -0.239 -0.274 0.426 -0.011
H 2.833 1.479 3.640 0.352 -0.158 0.023 0.007
H -5.054 -0.787 0.980 0.472 -0.541 0.451 0.012
O -4.611 -1.645 0.937 -0.341 -0.630 -0.146 -0.102
H 3.812 3.497 2.440 -0.385 0.029 -0.127 0.058
H -2.941 0.152 1.727 -0.308 0.062 -0.282 -0.002
H 0.291 4.525 -0.109 -0.488 0.281 0.442 0.024
O -4.296 0.664 -0.008 0.765 2.212 -0.925 -0.059
O 0.123 3.594 -0.214 -0.964 -0.992 -0.365 -0.252
H -0.596 -4.275 -0.755 0.520 0.034 -0.373 -0.001
H -1.420 3.363 -0.798 0.159 1.109 -0.654 0.014
H -1.865 2.655 -2.092 0.128 0.019 -0.607 0.067
O -1.151 1.563 0.006 -1.479 2.443 0.490 0.070
```
Forces are in eV/Å.

Total energy: -41577.4653 eV
HOMO-LUMO gap (spin up / spin down): 0.3490 / 0.1483 Eh
HOMO level (spin up / spin down): -10.25 / -10.25 eV
Spin multiplicity: 2
ΔE to the lowest compared entry with this formula, charge and spin: 34.1 kcal/mol

Among the records above, which one has the highest total energy? C3H10N2O3

What is the formula in the second record? C3H10N2O3